ORCA calculation (ωB97M-V with the def2-TZVPD basis set) on C30H28Cl3HgN7OS as an isolated structure.

Cartesian coordinates (Å):
Hg1 -0.052 -0.306 -0.455
C1 -2.127 1.865 1.787
C2 -1.191 1.341 2.907
N1 -0.220 0.370 2.422
C3 1.114 0.496 2.998
C4 1.820 1.814 2.628
S1 1.677 2.378 0.902
C5 0.326 3.593 0.987
C6 -0.906 3.230 0.154
N2 -1.481 1.939 0.491
H1 -2.526 2.841 2.089
H2 -2.961 1.190 1.697
H3 -1.808 0.939 3.716
H4 -0.639 2.181 3.332
H5 -0.554 -0.578 2.534
H6 1.703 -0.340 2.641
H7 1.105 0.441 4.097
H8 2.888 1.685 2.805
H9 1.487 2.643 3.254
H10 0.727 4.533 0.612
H11 0.067 3.738 2.038
H12 -0.623 3.210 -0.898
H13 -1.634 4.044 0.292
H14 -2.116 1.630 -0.234
C7 -0.058 2.463 -4.057
C8 1.293 2.683 -4.388
C9 2.269 2.069 -3.660
C10 1.958 1.211 -2.555
N3 0.631 1.010 -2.266
C11 -0.318 1.623 -3.008
N4 3.021 0.701 -1.894
C12 3.063 -0.176 -0.883
N5 2.042 -0.849 -0.264
C13 2.524 -1.698 0.688
N6 1.849 -2.563 1.469
C14 0.605 -3.040 1.234
C15 0.124 -4.059 2.116
C16 -0.994 -4.784 1.803
C17 -1.687 -4.512 0.610
C18 -1.257 -3.441 -0.129
N7 -0.193 -2.674 0.180
C19 3.960 -1.529 0.742
C20 4.951 -2.151 1.507
C21 6.269 -1.816 1.265
C22 6.608 -0.873 0.267
C23 5.632 -0.259 -0.495
C24 4.297 -0.591 -0.254
H15 -0.869 2.920 -4.606
H16 1.556 3.328 -5.219
H17 3.322 2.201 -3.881
H18 -1.341 1.384 -2.736
H19 0.722 -4.269 2.997
H20 -1.332 -5.577 2.461
H21 -2.555 -5.082 0.303
H22 -1.794 -3.153 -1.029
H23 4.676 -2.879 2.265
H24 7.060 -2.284 1.839
H25 7.653 -0.637 0.095
H26 5.884 0.468 -1.262
Cl1 -7.318 -3.251 -2.192
C25 -5.839 -2.361 -1.895
C26 -5.344 -2.261 -0.610
C27 -4.174 -1.554 -0.378
Cl2 -3.624 -1.469 1.272
C28 -3.416 -0.914 -1.409
O1 -2.317 -0.239 -1.271
C29 -4.006 -1.064 -2.696
Cl3 -3.179 -0.314 -4.032
C30 -5.174 -1.759 -2.945
H27 -5.864 -2.728 0.217
H28 -5.557 -1.829 -3.954

As for the total charge: -1. Its expectation value of S² is 0.78. The multiplicity is 2. As for the total energy: -3550.80728 hartree. The LUMO energy (spin up / spin down) is 2.544 / 2.319 eV. As for the energy above the lowest of the compared OMol25 structures with the same formula, charge and spin: 21.38 kJ/mol.

ORCA calculation (ωB97M-V with the def2-TZVPD basis set) on C30H28InN2Si as an isolated structure.

Cartesian coordinates (Å):
C1 0.958 2.567 0.727
C2 0.132 3.257 -0.182
C3 -1.153 3.411 0.393
H1 0.455 3.667 -1.139
C4 -1.135 2.824 1.680
C5 0.190 2.298 1.910
H2 0.568 2.016 2.900
H3 2.023 2.375 0.591
H4 -1.999 3.937 -0.055
H5 -1.916 2.887 2.447
In1 -0.601 0.082 0.971
C6 -1.723 -1.494 -3.544
H6 -2.723 -1.043 -3.483
H7 -1.877 -2.590 -3.537
H8 -1.240 -1.270 -4.489
Si1 -0.768 -0.527 -2.331
C7 1.059 -0.381 -2.635
C8 1.752 0.823 -2.445
H9 1.214 1.681 -2.042
C9 3.116 0.971 -2.774
H10 3.642 1.944 -2.701
C10 3.802 -0.141 -3.311
H11 4.850 -0.032 -3.644
C11 3.168 -1.395 -3.369
H12 3.709 -2.267 -3.761
C12 1.823 -1.493 -3.004
H13 1.334 -2.449 -3.026
C13 -1.565 1.183 -2.668
C14 -1.158 1.972 -3.755
H14 -0.206 1.775 -4.266
C15 -1.996 2.981 -4.274
H15 -1.716 3.539 -5.184
C16 -3.222 3.241 -3.650
H16 -3.910 3.987 -4.048
C17 -3.574 2.556 -2.484
H17 -4.508 2.769 -1.952
C18 -2.734 1.549 -1.996
H18 -2.979 0.993 -1.088
H19 -1.185 -0.650 -0.857
H20 -0.859 -2.065 -2.175
C19 2.725 -3.010 1.063
C20 2.037 -1.843 0.746
N1 1.046 -1.385 1.532
C21 0.823 -1.986 2.735
C22 1.551 -3.143 3.151
C23 2.487 -3.677 2.251
C24 1.272 -3.677 4.448
C25 0.402 -3.060 5.314
C26 -0.308 -1.871 4.955
C27 -1.155 -1.160 5.828
C28 -1.816 -0.052 5.340
C29 -1.710 0.320 4.003
N2 -0.908 -0.357 3.160
C30 -0.157 -1.402 3.612
H21 3.432 -3.392 0.333
H22 2.258 -1.284 -0.164
H23 2.990 -4.615 2.489
H24 1.783 -4.602 4.735
H25 0.251 -3.474 6.316
H26 -1.290 -1.497 6.857
H27 -2.471 0.533 5.959
H28 -2.289 1.146 3.588

As for the total charge: +1. As for the total energy: -1748.75396 hartree. The LUMO energy (spin up / spin down) is -4.139 / -3.908 eV. As for the energy above the lowest of the compared OMol25 structures with the same formula, charge and spin: 0.00 kJ/mol.

ORCA calculation (ωB97M-V with the def2-TZVPD basis set) on C30H28N4OPtS as an isolated structure.

Cartesian coordinates (Å):
Pt1 0.858 0.052 0.056
C1 2.733 1.459 2.356
N1 1.272 1.105 2.139
C2 0.377 2.285 2.203
C3 0.395 2.859 0.798
C4 0.145 4.163 0.482
C5 -0.035 4.628 -0.820
C6 0.295 3.719 -1.855
C7 0.731 2.431 -1.491
N2 0.766 2.014 -0.221
C8 0.790 -0.012 3.040
C9 1.256 -1.394 2.557
C10 1.535 -2.510 3.328
C11 1.741 -3.785 2.750
C12 1.663 -3.923 1.364
C13 1.490 -2.782 0.603
N3 1.356 -1.562 1.167
C14 3.543 0.840 1.226
C15 4.964 0.763 1.277
C16 5.652 0.161 0.223
C17 4.937 -0.394 -0.884
C18 3.559 -0.449 -0.799
N4 2.918 0.234 0.186
H1 3.069 1.009 3.314
H2 2.827 2.562 2.342
H3 0.719 3.008 2.950
H4 -0.595 1.948 2.470
H5 -0.081 4.884 1.312
H6 -0.480 5.580 -0.944
H7 0.258 4.084 -2.871
H8 0.952 1.709 -2.259
H9 -0.316 -0.010 3.009
H10 1.067 0.193 4.090
H11 1.469 -2.439 4.397
H12 1.986 -4.611 3.438
H13 1.699 -4.904 0.863
H14 1.295 -2.845 -0.477
H15 5.547 1.216 2.104
H16 6.748 0.162 0.161
H17 5.479 -0.704 -1.758
H18 2.929 -1.029 -1.487
O1 -2.273 0.387 0.946
S1 -2.010 0.405 -0.535
C19 -3.594 0.633 -1.468
C20 -4.634 1.049 -0.707
C21 -5.941 1.175 -1.270
C22 -6.127 1.043 -2.640
C23 -5.024 0.694 -3.443
C24 -3.795 0.412 -2.850
C25 -1.804 -1.255 -1.077
C26 -0.832 -1.541 -2.004
C27 -0.648 -2.833 -2.439
C28 -1.465 -3.859 -1.934
C29 -2.487 -3.515 -1.001
C30 -2.603 -2.219 -0.504
H19 -4.513 1.235 0.355
H20 -6.737 1.441 -0.591
H21 -7.040 1.286 -3.125
H22 -5.136 0.584 -4.504
H23 -2.919 0.075 -3.421
H24 -0.275 -0.681 -2.411
H25 0.146 -3.128 -3.149
H26 -1.297 -4.867 -2.253
H27 -3.212 -4.262 -0.638
H28 -3.289 -1.976 0.328

As for the total charge: +2. Its expectation value of S² is 2.01. The multiplicity is 3. As for the total energy: -1971.12005 hartree. The LUMO energy (spin up / spin down) is -5.827 / -7.171 eV. As for the energy above the lowest of the compared OMol25 structures with the same formula, charge and spin: 10.28 kJ/mol.

ORCA calculation (ωB97M-V with the def2-TZVPD basis set) on C30H28N5Ta as an isolated structure.

Cartesian coordinates (Å):
Ta1 0.025 -0.204 -0.133
C1 0.757 -3.057 -1.346
N1 1.323 -2.064 -0.374
C2 2.727 -1.701 -0.729
C3 3.097 -0.473 0.048
C4 4.393 -0.123 0.348
C5 4.631 1.072 1.021
C6 3.557 1.888 1.370
C7 2.285 1.490 1.039
N2 2.045 0.312 0.399
C8 1.349 -2.635 1.021
C9 -0.015 -2.665 1.644
C10 -0.406 -3.702 2.462
C11 -1.661 -3.669 3.061
C12 -2.502 -2.596 2.789
C13 -2.051 -1.592 1.964
N3 -0.815 -1.587 1.406
C14 -0.669 -2.743 -1.702
C15 -1.482 -3.649 -2.350
C16 -2.752 -3.253 -2.754
C17 -3.175 -1.948 -2.505
C18 -2.321 -1.091 -1.857
N4 -1.087 -1.481 -1.442
H1 1.352 -3.021 -2.261
H2 0.852 -4.070 -0.953
H3 3.409 -2.530 -0.529
H4 2.777 -1.490 -1.800
H5 5.213 -0.770 0.059
H6 5.645 1.365 1.268
H7 3.710 2.826 1.886
H8 1.427 2.112 1.271
H9 1.784 -3.635 0.986
H10 2.011 -2.016 1.630
H11 0.266 -4.533 2.636
H12 -1.981 -4.472 3.713
H13 -3.497 -2.538 3.208
H14 -2.716 -0.771 1.730
H15 -1.124 -4.651 -2.552
H16 -3.403 -3.949 -3.269
H17 -4.148 -1.602 -2.827
H18 -2.593 -0.056 -1.675
N5 -1.091 1.170 1.269
C19 -1.036 2.653 1.344
C20 -1.180 3.221 2.594
C21 -1.247 4.606 2.716
C22 -1.187 5.401 1.581
C23 -1.038 4.817 0.333
C24 -0.958 3.429 0.180
C25 -0.667 2.823 -1.124
C26 -0.732 3.497 -2.342
C27 -0.218 2.922 -3.501
C28 0.403 1.665 -3.503
C29 0.427 0.967 -2.318
C30 -0.161 1.508 -1.152
H19 -1.002 0.830 2.230
H20 -2.070 0.968 1.033
H21 -1.264 2.605 3.484
H22 -1.356 5.052 3.695
H23 -1.246 6.477 1.667
H24 -0.953 5.456 -0.535
H25 -1.164 4.487 -2.398
H26 -0.268 3.476 -4.431
H27 0.848 1.270 -4.406
H28 0.920 -0.024 -2.317

As for the total charge: +4. As for the total energy: -1489.39903 hartree. The LUMO energy is -13.801 eV. As for the energy above the lowest of the compared OMol25 structures with the same formula, charge and spin: 2.15 kJ/mol.

ORCA calculation (ωB97M-V with the def2-TZVPD basis set) on C30H28N6O3Re as an isolated structure.

Cartesian coordinates (Å):
Re1 -0.395 0.502 -0.088
O1 0.052 4.321 -0.665
C1 -0.534 3.392 -0.210
N1 0.019 2.342 0.600
C2 -0.019 2.610 1.963
O2 0.102 3.694 2.462
C3 -0.426 1.401 2.753
C4 -0.534 1.465 4.126
C5 -1.094 0.391 4.802
C6 -1.528 -0.701 4.065
C7 -1.371 -0.692 2.692
N2 -0.824 0.336 2.035
C8 -1.993 3.089 -0.416
C9 -2.914 4.087 -0.655
C10 -4.261 3.740 -0.716
C11 -4.617 2.412 -0.546
C12 -3.624 1.468 -0.329
N3 -2.334 1.795 -0.262
H1 -0.196 2.364 4.624
H2 -1.203 0.413 5.878
H3 -1.990 -1.554 4.541
H4 -1.686 -1.539 2.102
H5 -2.576 5.109 -0.761
H6 -5.015 4.497 -0.881
H7 -5.650 2.096 -0.577
H8 -3.872 0.422 -0.199
C13 1.356 3.496 -4.384
C14 0.502 2.498 -3.699
C15 -0.679 1.892 -4.114
C16 -1.066 1.030 -3.095
N4 -0.162 1.098 -2.087
N5 0.775 1.997 -2.490
C17 -2.268 0.151 -3.101
H9 1.100 3.542 -5.439
H10 2.414 3.251 -4.285
H11 1.202 4.487 -3.952
H12 -1.199 2.063 -5.041
H13 1.554 2.233 -1.894
H14 -3.162 0.754 -3.259
H15 -2.368 -0.421 -2.184
H16 -2.209 -0.553 -3.932
C18 0.076 -3.559 -2.210
C19 -0.261 -3.940 -0.767
C20 -1.244 -2.847 -0.396
O3 -0.747 -1.652 -1.052
C21 0.173 -2.045 -2.121
H17 -0.727 -3.869 -2.879
H18 1.008 -3.997 -2.558
H19 0.628 -3.868 -0.138
H20 -0.694 -4.933 -0.670
H21 -1.306 -2.675 0.674
H22 -2.242 -3.060 -0.787
H23 1.177 -1.733 -1.833
H24 -0.120 -1.532 -3.035
N6 6.693 -4.630 4.546
C22 5.954 -4.004 3.928
C23 5.009 -3.244 3.171
C24 5.331 -1.959 2.728
C25 4.405 -1.231 2.012
C26 3.149 -1.786 1.719
C27 2.841 -3.085 2.159
C28 3.759 -3.806 2.887
C29 2.176 -1.041 1.023
C30 1.312 -0.394 0.434
H25 6.304 -1.544 2.951
H26 4.637 -0.231 1.670
H27 1.874 -3.510 1.925
H28 3.528 -4.802 3.239

As for the total charge: +2. Its expectation value of S² is 0.77. The multiplicity is 2. As for the total energy: -1791.95464 hartree. The LUMO energy (spin up / spin down) is -8.560 / -8.147 eV. As for the energy above the lowest of the compared OMol25 structures with the same formula, charge and spin: 49.94 kJ/mol.

ORCA calculation (ωB97M-V with the def2-TZVPD basis set) on C30H29AuN2OP as an isolated structure.

Cartesian coordinates (Å):
Au1 -0.058 -0.268 1.701
C1 -1.933 -3.325 -3.020
C2 -1.534 -2.298 -1.961
C3 -0.099 -1.845 -2.221
C4 -2.500 -1.110 -1.964
C5 -3.960 -1.502 -1.668
O1 -4.397 -0.568 -0.685
C6 -3.302 0.137 -0.297
N1 -2.219 -0.121 -0.922
C7 -3.435 1.136 0.734
C8 -4.707 1.350 1.282
C9 -4.930 2.351 2.193
C10 -3.884 3.172 2.581
C11 -2.610 2.959 2.090
C12 -2.323 1.946 1.175
P1 -0.604 1.644 0.580
C13 -0.668 2.624 -0.990
C14 -1.277 3.879 -0.947
C15 -1.406 4.644 -2.094
C16 -0.958 4.150 -3.312
C17 -0.347 2.908 -3.364
C18 -0.194 2.153 -2.209
C19 0.287 2.928 1.606
C20 0.245 2.759 2.995
C21 0.875 3.652 3.844
C22 1.601 4.714 3.320
C23 1.720 4.847 1.947
C24 1.074 3.958 1.097
H1 -1.251 -4.174 -2.987
H2 -1.872 -2.881 -4.018
H3 -2.947 -3.699 -2.869
H4 -1.578 -2.752 -0.967
H5 0.008 -1.502 -3.256
H6 0.590 -2.673 -2.060
H7 0.173 -1.040 -1.542
H8 -2.443 -0.613 -2.943
H9 -4.044 -2.511 -1.254
H10 -4.609 -1.413 -2.540
H11 -5.516 0.718 0.941
H12 -5.919 2.506 2.605
H13 -4.067 3.988 3.267
H14 -1.816 3.598 2.447
H15 -1.636 4.261 -0.001
H16 -1.857 5.627 -2.037
H17 -1.084 4.736 -4.214
H18 0.016 2.525 -4.310
H19 0.302 1.194 -2.253
H20 -0.296 1.911 3.401
H21 0.801 3.518 4.916
H22 2.083 5.424 3.981
H23 2.318 5.650 1.533
H24 1.185 4.082 0.027
N2 0.044 -1.538 3.155
C25 -0.297 -2.804 3.294
C26 -0.484 -3.365 4.606
C27 -0.835 -4.682 4.799
C28 -1.013 -5.557 3.725
C29 -0.819 -5.062 2.435
C30 -0.477 -3.745 2.219
H25 -0.370 -2.693 5.449
H26 -0.977 -5.049 5.813
H27 -1.287 -6.593 3.890
H28 -0.942 -5.733 1.587
H29 -0.329 -3.370 1.212

As for the total charge: -1. As for the total energy: -1822.37177 hartree. The LUMO energy is 2.443 eV.